# C32H43F6NO6

A cluster of 3 separate species, C32H43F6NO6 in total (wB97M-V/def2-TZVPD, OMol25).

Last column: Löwdin charge in e.
Cartesian coordinates (Å):
C  1.966  1.474  3.006  0.00
C  1.425  0.149  2.580  -0.14
C  2.136  -0.908  2.215  -0.09
C  3.650  -0.918  2.134  -0.11
C  4.221  0.165  1.182  -0.18
C  4.797  -0.363  -0.158  -0.18
C  4.096  0.298  -1.352  -0.20
C  4.024  -0.604  -2.592  -0.28
N  2.898  -0.181  -3.459  0.00
C  1.397  -2.158  1.879  -0.24
O  1.832  -3.257  2.175  0.12
C  0.074  -1.941  1.185  -0.04
C  -0.371  -2.801  0.240  -0.12
C  0.453  -4.006  -0.124  -0.02
C  1.561  -3.706  -1.115  -0.40
O  2.360  -4.546  -1.468  0.14
F  1.575  -2.451  -1.600  0.12
C  -1.555  -2.522  -0.384  -0.14
C  -2.085  -3.434  -1.466  -0.01
C  -2.288  -1.415  -0.052  -0.11
C  -3.615  -1.152  -0.733  -0.10
C  -4.818  -1.128  0.260  -0.24
O  -5.935  -1.809  -0.256  -0.05
C  -1.823  -0.543  0.910  -0.09
C  -2.559  0.724  1.276  -0.10
C  -2.740  1.675  0.053  -0.15
C  -2.191  3.068  0.323  -0.06
C  -0.669  3.139  0.202  -0.43
F  -0.096  1.920  0.130  0.14
F  -0.178  3.746  1.308  0.11
C  -0.146  3.939  -1.018  -0.57
F  -0.097  3.175  -2.100  0.18
F  1.112  4.328  -0.761  0.16
F  -0.855  5.031  -1.261  0.18
C  -0.651  -0.842  1.531  -0.04
C  -0.063  0.008  2.624  -0.26
O  -0.704  0.522  3.520  0.12
H  1.633  2.256  2.328  0.08
H  1.503  1.710  3.966  0.09
H  3.039  1.473  3.133  0.08
H  3.918  -1.886  1.718  0.10
H  4.049  -0.854  3.143  0.12
H  4.934  0.797  1.703  0.11
H  3.396  0.822  0.919  0.08
H  5.826  -0.011  -0.196  0.11
H  4.773  -1.447  -0.221  0.10
H  4.601  1.215  -1.650  0.11
H  3.065  0.578  -1.119  0.09
H  3.849  -1.627  -2.260  0.09
H  4.940  -0.488  -3.167  0.11
H  2.116  0.012  -2.843  0.05
H  2.654  -0.984  -4.024  0.07
H  -0.137  -4.774  -0.606  0.11
H  0.912  -4.461  0.741  0.12
H  -2.010  -3.004  -2.463  0.10
H  -1.635  -4.417  -1.484  0.07
H  -3.142  -3.598  -1.281  0.08
H  -3.859  -1.933  -1.441  0.09
H  -3.567  -0.235  -1.310  0.11
H  -4.467  -1.602  1.171  0.13
H  -5.035  -0.090  0.514  0.10
H  -6.133  -1.427  -1.115  0.09
H  -3.505  0.483  1.739  0.10
H  -2.016  1.299  2.012  0.10
H  -2.277  1.255  -0.832  0.11
H  -3.810  1.743  -0.130  0.11
H  -2.633  3.740  -0.410  0.12
H  -2.462  3.466  1.297  0.14
C  -2.609  -0.823  6.144  -0.02
C  -3.710  -0.464  5.177  -0.49
C  -5.041  -1.154  5.363  -0.02
O  -3.530  0.338  4.292  0.07
H  -1.713  -0.258  5.894  0.07
H  -2.912  -0.577  7.163  0.09
H  -2.386  -1.889  6.077  0.09
H  -5.447  -0.922  6.348  0.08
H  -4.920  -2.234  5.264  0.08
H  -5.738  -0.806  4.603  0.08
C  1.373  2.260  -5.625  -0.04
C  2.571  2.285  -6.542  -0.51
C  3.172  3.638  -6.843  -0.03
O  3.030  1.273  -7.015  0.07
H  1.045  1.232  -5.492  0.07
H  1.639  2.674  -4.652  0.08
H  0.557  2.838  -6.065  0.08
H  3.512  4.109  -5.919  0.08
H  2.431  4.277  -7.326  0.08
H  4.022  3.515  -7.510  0.08

## Properties
Relative energy (zero: lowest compared OMol25 entry of this formula, charge and spin) (kJ/mol): 0.00
Frontier orbital gap (hartree): 0.3150
Structure (SMILES): CC1=C(CCCCCN)C(=O)c2c(CC(=O)F)c(C)c(CCO)c(CCCC(F)(F)C(F)(F)F)c2C1=O.CC(C)=O.CC(C)=O
E_LUMO (hartree): -0.019
Max |F| (eV Å⁻¹): 2.92
Total energy (eV): -63961.6417